(1)
{
  "formula": "C5H16CrF6N7O9S2",
  "method": "wB97M-V/def2-TZVPD",
  "species": ["Cr", "C", "F", "F", "F", "S", "O", "O", "N", "S", "O", "O", "C", "F", "F", "F", "C", "O", "N", "N", "H", "H", "H", "H", "C", "O", "N", "N", "H", "H", "H", "H", "C", "O", "N", "N", "H", "H", "H", "H", "O", "H", "H", "O", "H", "H"],
  "positions_angstrom": [[0.3282, 0.1669, -0.2108], [-3.1551, -2.2793, 0.9192], [-3.1519, -0.9935, 1.4072], [-2.9426, -3.1883, 1.8576], [-4.3259, -2.5148, 0.3417], [-1.9215, -2.5267, -0.5131], [-1.9678, -3.9228, -0.7417], [-2.4169, -1.7378, -1.5758], [-0.4997, -1.7725, 0.1996], [0.2131, -2.9654, 1.0155], [1.1046, -2.4885, 2.0890], [-0.5387, -4.1049, 1.5122], [1.4284, -3.7271, -0.3359], [2.5032, -2.9638, -0.6513], [1.8690, -4.8656, 0.1845], [0.9048, -3.8785, -1.5239], [1.7113, 3.1731, -0.5221], [1.0720, 2.1173, -0.6649], [3.0004, 3.2260, -0.4416], [1.1546, 4.3409, -0.3640], [3.4334, 4.1380, -0.4724], [3.5254, 2.3656, -0.3788], [1.6826, 5.1548, -0.6449], [0.1544, 4.2578, -0.4770], [0.4507, 0.5091, 2.9724], [0.8300, 0.5168, 1.8414], [0.8056, -0.3685, 3.8214], [-0.3602, 1.2678, 3.5505], [0.4556, -0.2565, 4.7622], [1.3405, -1.1705, 3.5201], [-0.7037, 1.8873, 2.8305], [-0.4443, 1.3992, 4.5483], [-0.7574, 0.9099, -3.1483], [-0.1408, 0.3248, -2.3336], [-2.0388, 1.0223, -3.1713], [-0.1262, 1.3643, -4.2184], [-2.5425, 1.3585, -3.9795], [-2.4885, 0.7345, -2.3139], [-0.6775, 1.8766, -4.8919], [0.8548, 1.1696, -4.3591], [2.3988, -0.3547, -0.3714], [3.1027, 0.2485, -0.1329], [2.8495, -1.1558, -0.6386], [-1.6515, 1.1449, 0.3979], [-1.8911, 1.9657, 0.8281], [-2.4313, 0.5955, 0.4778]],
  "relative_energy_kj_mol": 242.9,
  "gap_ev": [8.17, 10.06],
  "e_lumo_ha": [-0.103, -0.104],
  "homo_energy_ev": [-10.97, -12.89],
  "charge": 1,
  "multiplicity": 5
}

(2)
{
  "formula": "C29H59F4N2O21P",
  "method": "wB97M-V/def2-TZVPD",
  "species": ["C", "C", "C", "C", "C", "C", "O", "C", "O", "C", "C", "F", "C", "F", "F", "F", "C", "O", "N", "P", "N", "H", "H", "H", "H", "H", "H", "H", "H", "H", "H", "H", "H", "H", "H", "H", "H", "H", "H", "H", "H", "H", "H", "H", "C", "O", "C", "O", "O", "C", "H", "H", "H", "H", "H", "H", "C", "O", "C", "O", "O", "C", "H", "H", "H", "H", "H", "H", "C", "O", "C", "O", "O", "C", "H", "H", "H", "H", "H", "H", "C", "O", "C", "O", "O", "C", "H", "H", "H", "H", "H", "H", "C", "O", "C", "O", "O", "C", "H", "H", "H", "H", "H", "H", "C", "O", "C", "O", "O", "C", "H", "H", "H", "H", "H", "H"],
  "positions_angstrom": [[9.7918, -2.7172, 3.2811], [9.4496, -4.2587, 2.9234], [10.7912, -5.0982, 2.6003], [8.5078, -4.2096, 1.6293], [9.2443, -4.5627, 0.2535], [7.1579, -5.0779, 1.7847], [6.3203, -4.7348, 0.6574], [5.2755, -3.8058, 1.0680], [5.0030, -2.9989, -0.0820], [4.6471, -1.6689, 0.2547], [3.3404, -1.5376, 1.1586], [4.3119, -1.0366, -0.9835], [5.8687, -0.8000, 0.8461], [5.8368, -0.8052, 2.2580], [7.1075, -1.1615, 0.3540], [5.6200, 0.5463, 0.4969], [4.0384, -4.7437, 1.5233], [3.1101, -4.7398, 0.4336], [3.4810, -4.2342, 2.8175], [1.7213, -4.2093, 2.8768], [1.1733, -3.3134, 4.1045], [8.8834, -2.2307, 3.7688], [10.7013, -2.6118, 3.9438], [9.9341, -2.1664, 2.2904], [8.9179, -4.6753, 3.8392], [11.4616, -4.5532, 1.8571], [10.4726, -6.0929, 2.1492], [11.3911, -5.2434, 3.5552], [8.1396, -3.1293, 1.5135], [9.3753, -5.6862, 0.0863], [10.2323, -4.0081, 0.1643], [8.6056, -4.1893, -0.6162], [7.4114, -6.1936, 1.7205], [6.6493, -4.9302, 2.7883], [5.6762, -3.2445, 1.9669], [3.5171, -1.7275, 2.2555], [2.5806, -2.2544, 0.6938], [2.9193, -0.4971, 0.9517], [4.3969, -5.8127, 1.7299], [2.5693, -5.5532, 0.4308], [3.8210, -4.7698, 3.6246], [1.1446, -3.6253, 1.6938], [1.2537, -5.5594, 2.9301], [1.9862, -2.9384, 4.6083], [-0.8476, 4.5405, 1.9481], [-0.1000, 3.3321, 1.8115], [1.1897, 3.5157, 1.4940], [1.7328, 4.5765, 1.3245], [1.7681, 2.3097, 1.3978], [3.1551, 2.3503, 1.0615], [-1.8713, 4.2699, 2.2044], [-0.4409, 5.1565, 2.7520], [-0.8611, 5.0940, 1.0070], [3.7230, 2.8784, 1.8297], [3.3018, 2.8156, 0.0850], [3.5149, 1.3265, 1.0116], [-5.8273, 0.4209, -0.2395], [-4.7226, 0.7152, -1.0941], [-3.6148, 1.1052, -0.4474], [-3.4962, 1.2181, 0.7458], [-2.6648, 1.3466, -1.3609], [-1.4182, 1.7757, -0.8121], [-6.6649, 0.1179, -0.8674], [-5.5844, -0.4031, 0.4337], [-6.1235, 1.3065, 0.3259], [-0.9987, 1.0073, -0.1604], [-1.5374, 2.7159, -0.2718], [-0.7288, 1.9393, -1.6404], [6.6465, -4.3808, -4.1699], [7.4280, -5.5647, -4.2942], [8.7108, -5.3443, -4.6046], [9.2228, -4.2681, -4.7769], [9.3284, -6.5322, -4.6855], [10.7151, -6.4480, -5.0079], [5.6303, -4.6795, -3.9139], [7.0337, -3.7505, -3.3672], [6.6177, -3.8325, -5.1134], [11.2569, -5.8953, -4.2381], [10.8559, -5.9848, -5.9862], [11.1087, -7.4635, -5.0463], [-7.6506, 4.7712, 4.9183], [-6.9072, 3.5617, 4.7820], [-5.6160, 3.7435, 4.4684], [-5.0709, 4.8052, 4.3026], [-5.0391, 2.5386, 4.3714], [-3.6519, 2.5812, 4.0396], [-8.6761, 4.5030, 5.1716], [-7.2439, 5.3848, 5.7242], [-7.6597, 5.3260, 3.9782], [-3.0870, 3.1079, 4.8115], [-3.5038, 3.0488, 3.0652], [-3.2899, 1.5551, 3.9871], [-10.1620, 4.7990, -4.1192], [-8.8030, 5.0080, -3.7364], [-8.3025, 4.0506, -2.9435], [-8.8919, 3.0756, -2.5520], [-7.0309, 4.3675, -2.6620], [-6.3691, 3.4268, -1.8187], [-10.4605, 5.6310, -4.7564], [-10.2642, 3.8737, -4.6889], [-10.8113, 4.7856, -3.2419], [-6.3210, 2.4477, -2.2976], [-6.8690, 3.3594, -0.8502], [-5.3511, 3.7810, -1.6566], [-14.3320, 8.1056, -4.9828], [-15.3786, 7.3272, -4.4053], [-15.1865, 6.0031, -4.4864], [-14.2387, 5.4547, -4.9882], [-16.2338, 5.3961, -3.9113], [-16.1630, 3.9713, -3.9252], [-14.5938, 9.1562, -4.8595], [-13.3865, 7.9217, -4.4692], [-14.2388, 7.8948, -6.0498], [-15.2902, 3.6233, -3.3698], [-16.1424, 3.5965, -4.9502], [-17.0588, 3.5902, -3.4356]],
  "gap_ev": 8.79,
  "e_lumo_ha": 0.002,
  "smiles": "CC(C)[C@@H](C)CO[C@@H](O[C@](C)(F)C(F)(F)F)[C@H](O)N[PH2]=N.COC(=O)OC.COC(=O)OC.COC(=O)OC.COC(=O)OC.COC(=O)OC.COC(=O)OC",
  "homo_energy_ev": -8.74
}

(3)
{
  "formula": "C7H13N",
  "method": "wB97M-V/def2-TZVPD",
  "species": ["C", "C", "C", "C", "C", "N", "C", "C", "H", "H", "H", "H", "H", "H", "H", "H", "H", "H", "H", "H", "H"],
  "positions_angstrom": [[1.5328, 0.8999, -0.2311], [-2.5468, -1.0747, -0.2036], [1.1283, 0.6366, -1.6773], [-1.3250, -0.3414, 0.2647], [1.0756, -0.2672, 0.8369], [-1.4335, 1.0240, 0.3542], [-0.1544, -0.9657, 0.5367], [1.8135, -0.4413, 1.9236], [-0.4906, 1.4981, 0.2696], [-2.1643, 1.4446, -0.2016], [-0.1222, -2.0456, 0.5408], [2.6220, 0.8488, -0.1584], [1.3214, 1.9315, 0.0770], [-2.8063, -0.7736, -1.2205], [-3.3948, -0.8392, 0.4401], [-2.3819, -2.1484, -0.1938], [1.5045, -1.1168, 2.7064], [2.7461, 0.0817, 2.0756], [1.7359, 1.2229, -2.3637], [0.0759, 0.8458, -1.8459], [1.2638, -0.4200, -1.9296]],
  "relative_energy_kj_mol": 110.6,
  "gap_ev": 8.71,
  "e_lumo_ha": 0.037,
  "smiles": "C=C(/C=C(/C)N)CC",
  "homo_energy_ev": -7.72
}

(4)
{
  "formula": "C3H8N4",
  "method": "wB97M-V/def2-TZVPD",
  "species": ["C", "C", "C", "N", "N", "N", "N", "H", "H", "H", "H", "H", "H", "H", "H"],
  "positions_angstrom": [[-0.9813, -1.2694, 0.0773], [1.0543, 0.2054, 1.2785], [0.8916, 0.4641, -1.1870], [-1.9251, 0.7759, -0.0661], [-0.8101, 1.1449, 0.0611], [-2.0766, -0.6882, -0.1259], [0.2245, 0.2042, 0.0860], [-0.3851, -2.1229, -0.0946], [0.9388, 1.2022, 1.6607], [0.6852, -0.3273, 2.1471], [1.9869, -0.3560, 1.1153], [1.9365, 0.0242, -1.4154], [0.5394, 0.0040, -2.1019], [0.9525, 1.6084, -1.4638], [-3.0313, -0.8697, 0.0287]],
  "relative_energy_kj_mol": 610.3,
  "gap_ev": [7.82, 6.36],
  "e_lumo_ha": [-0.407, -0.575],
  "homo_energy_ev": [-18.90, -22.01],
  "charge": 2,
  "multiplicity": 3
}

(5)
{
  "formula": "C23H27ClN4O6S",
  "method": "wB97M-V/def2-TZVPD",
  "species": ["O", "O", "Cl", "N", "N", "O", "O", "O", "O", "S", "C", "C", "C", "C", "C", "C", "C", "C", "C", "C", "C", "C", "C", "C", "C", "C", "N", "N", "C", "C", "C", "C", "C", "C", "C", "H", "H", "H", "H", "H", "H", "H", "H", "H", "H", "H", "H", "H", "H", "H", "H", "H", "H", "H", "H", "H", "H", "H", "H", "H", "H", "H"],
  "positions_angstrom": [[1.5026, 3.0422, 6.7121], [1.3373, -0.9458, 4.7820], [-3.6727, -2.5799, -1.2382], [0.6781, 3.2282, -1.0695], [0.4291, 2.1012, -0.5063], [-1.6063, -3.9684, 0.4331], [1.6566, -0.5327, 0.2901], [-1.5758, -1.2996, -7.3461], [0.0568, 2.2570, 2.4162], [0.3882, 3.2430, -2.7385], [2.0336, 3.1544, 5.6133], [1.0543, 0.1047, 5.3540], [-0.0870, 1.5663, -2.6818], [-0.0141, 1.1264, -1.3851], [-0.3290, -1.2310, -5.2167], [-1.6354, 0.6335, -5.9979], [0.0112, -2.2263, 0.3584], [0.0200, -0.5047, -4.0742], [-1.2808, 1.3678, -4.8606], [-1.6819, -0.7153, -1.2524], [-2.0926, -1.9724, -0.8022], [-1.1690, -0.6686, -6.1946], [-1.2345, -2.7300, -0.0008], [0.4207, -0.9698, -0.0826], [-0.4579, 0.7997, -3.8798], [-0.4204, -0.2015, -0.9030], [1.1389, 0.2267, 6.6831], [1.7422, 2.3693, 4.5783], [3.0690, 4.2279, 5.3773], [1.5608, -0.8337, 7.5951], [-1.6250, -3.0773, -8.9577], [-1.0640, -2.6100, -7.6219], [-1.0539, 0.2590, 3.0098], [0.6630, 1.3638, 4.5643], [0.2538, 1.0459, 3.1124], [-2.5128, -4.1497, 0.1350], [2.0409, -1.1612, 0.9233], [0.1273, 2.0802, 1.4677], [0.0653, -2.2351, -5.3199], [-2.2812, 1.0760, -6.7497], [0.6532, -2.8332, 0.9878], [0.6760, -0.9617, -3.3383], [-1.6598, 2.3785, -4.7384], [-2.3581, -0.1366, -1.8758], [1.0024, 1.1596, 7.0613], [2.1726, 2.5810, 3.6922], [2.7614, 4.8413, 4.5323], [3.1454, 4.8485, 6.2695], [4.0299, 3.7622, 5.1679], [0.9692, -1.7346, 7.4190], [2.6140, -1.0641, 7.4237], [1.4283, -0.5098, 8.6284], [-1.3290, -2.3883, -9.7545], [-1.2463, -4.0748, -9.1988], [-2.7176, -3.1185, -8.9152], [0.0300, -2.5909, -7.6743], [-1.3647, -3.3119, -6.8367], [-1.8498, 0.7907, 3.5309], [-0.9306, -0.7305, 3.4484], [-1.3303, 0.1423, 1.9631], [-0.2073, 1.7985, 5.0564], [1.0557, 0.4920, 2.6254]],
  "relative_energy_kj_mol": 0.0,
  "gap_ev": 8.38,
  "e_lumo_ha": -0.004,
  "smiles": "CCOc1ccc(-c2snnc2-c2cc(Cl)c(O)cc2O)cc1.CNC(=O)[C@@H](NC(C)=O)[C@@H](C)O",
  "homo_energy_ev": -8.48
}

(6)
{
  "formula": "C4H6N3O2P",
  "method": "wB97M-V/def2-TZVPD",
  "species": ["C", "C", "C", "C", "N", "N", "N", "O", "O", "P", "H", "H", "H", "H", "H", "H"],
  "positions_angstrom": [[-0.1252, 0.2711, -1.3530], [-0.3750, -1.5944, 0.0663], [-0.4915, 1.6555, -0.8234], [0.1220, 1.6321, 0.5973], [2.1893, 0.8610, 0.0344], [-0.7934, -0.6836, -0.6907], [-0.9250, -2.8245, 0.1799], [0.8703, -1.4659, 0.5783], [1.4665, 1.8958, 0.5205], [2.1551, -0.6718, -0.1284], [0.1335, 2.2557, -1.3182], [-1.5073, 1.9954, -0.8691], [-0.2233, 2.4584, 1.1739], [-0.0564, 0.6945, 1.0512], [-2.0098, -3.0479, 0.2010], [-0.4297, -3.4314, 0.7799]],
  "relative_energy_kj_mol": 172.5,
  "gap_ev": [6.66, 8.47],
  "e_lumo_ha": [0.014, -0.031],
  "homo_energy_ev": [-6.28, -9.32],
  "multiplicity": 3
}

(7)
{
  "formula": "C31H50NO4RuSSbSe2Si4Te2",
  "method": "wB97M-V/def2-TZVPD",
  "species": ["Ru", "Se", "Te", "Te", "Se", "C", "Si", "C", "C", "Sb", "Si", "C", "C", "C", "Si", "C", "C", "C", "H", "H", "H", "H", "H", "H", "H", "H", "H", "H", "H", "H", "H", "H", "H", "H", "H", "H", "H", "H", "H", "H", "H", "H", "H", "H", "H", "C", "C", "C", "C", "C", "C", "C", "S", "O", "O", "N", "C", "C", "C", "O", "O", "H", "H", "H", "H", "H", "H", "H", "H", "H", "H", "H", "H", "C", "C", "C", "C", "C", "C", "Si", "C", "C", "C", "C", "C", "C", "H", "H", "H", "H", "H", "H", "H", "H", "H", "H", "H"],
  "positions_angstrom": [[1.1976, 0.4946, 1.7276], [0.7824, -0.6663, 3.8259], [3.1257, 0.0960, 3.7188], [3.2757, 1.8747, 1.1696], [4.1835, 0.1160, -0.1763], [-1.5821, -3.4976, 3.8126], [-0.4786, -3.6950, 2.3126], [1.2714, -4.2241, 2.7070], [-1.2519, -5.0070, 1.2108], [-0.4555, -1.5139, 0.9585], [0.4250, -2.3162, -1.3468], [1.0406, -0.9180, -2.3909], [1.7857, -3.5357, -0.9704], [-0.9975, -3.1293, -2.2570], [-2.9297, -0.8595, 0.7815], [-3.9197, -2.1581, -0.1331], [-2.9385, 0.7754, -0.1215], [-3.5709, -0.7227, 2.5299], [-1.3665, -4.3164, 4.5049], [-2.6300, -3.5806, 3.5206], [-1.4513, -2.5615, 4.3543], [1.2675, -4.9283, 3.5426], [1.8996, -3.3779, 2.9817], [1.7143, -4.7296, 1.8494], [-1.1128, -5.9905, 1.6672], [-0.7871, -5.0371, 0.2252], [-2.3238, -4.8481, 1.0786], [1.7759, -0.3105, -1.8675], [0.2183, -0.2871, -2.7296], [1.5210, -1.3423, -3.2763], [2.5359, -3.0811, -0.3193], [2.2828, -3.8354, -1.8961], [1.4001, -4.4340, -0.4874], [-1.8056, -2.4136, -2.4178], [-1.4064, -4.0061, -1.7568], [-0.6348, -3.4356, -3.2432], [-3.4459, -2.5020, -1.0513], [-4.8959, -1.7418, -0.3938], [-4.0877, -3.0265, 0.5060], [-2.6079, 0.6492, -1.1548], [-2.2612, 1.4807, 0.3639], [-3.9409, 1.2107, -0.1332], [-3.8633, -1.7075, 2.8985], [-4.4520, -0.0775, 2.5632], [-2.8340, -0.3008, 3.2162], [0.4831, -3.1709, -6.6130], [1.1184, -1.8742, -6.1900], [0.3679, -0.7029, -6.1097], [0.9551, 0.4929, -5.7340], [2.3069, 0.5201, -5.4232], [3.0779, -0.6265, -5.5122], [2.4769, -1.8174, -5.8944], [3.0402, 2.0431, -4.8999], [2.4596, 3.0813, -5.7025], [4.4557, 1.8384, -4.8441], [2.5189, 2.2520, -3.3652], [1.5247, 3.2576, -3.0072], [0.4823, 2.6663, -2.0634], [1.0958, 2.1665, -0.7805], [0.6083, 1.1747, -0.2114], [2.1315, 2.8011, -0.3718], [-0.6005, -3.1346, -6.5054], [0.8614, -4.0050, -6.0211], [0.7071, -3.3850, -7.6597], [-0.6887, -0.7294, -6.3483], [0.3721, 1.4039, -5.6910], [4.1320, -0.5772, -5.2781], [3.0752, -2.7185, -5.9607], [3.2240, 2.0160, -2.6775], [1.0550, 3.5958, -3.9283], [2.0017, 4.1213, -2.5429], [-0.0434, 1.8344, -2.5330], [-0.2624, 3.4153, -1.7801], [2.8498, 5.4669, 4.4027], [2.3984, 4.3867, 5.1509], [1.5371, 3.4604, 4.5845], [1.0981, 3.5952, 3.2644], [1.5603, 4.6902, 2.5297], [2.4291, 5.6189, 3.0908], [-0.0172, 2.3166, 2.4358], [-1.6179, 2.2026, 3.4351], [-2.7780, 2.7331, 2.8643], [-3.9829, 2.7542, 3.5554], [-4.0527, 2.2415, 4.8405], [-2.9104, 1.7213, 5.4337], [-1.7098, 1.7035, 4.7389], [3.5272, 6.1868, 4.8435], [2.7247, 4.2638, 6.1758], [1.2075, 2.6144, 5.1783], [1.2340, 4.8223, 1.5033], [2.7744, 6.4600, 2.5028], [-0.4988, 3.0435, 1.2167], [-2.7375, 3.1490, 1.8640], [-4.8660, 3.1737, 3.0892], [-4.9902, 2.2522, 5.3816], [-2.9541, 1.3304, 6.4425], [-0.8329, 1.2917, 5.2198]],
  "relative_energy_kj_mol": 49.3,
  "gap_ev": [5.91, 5.91],
  "e_lumo_ha": [-0.045, -0.045],
  "homo_energy_ev": [-7.13, -7.13]
}

(8)
{
  "formula": "CH3N4P",
  "method": "wB97M-V/def2-TZVPD",
  "species": ["C", "N", "N", "N", "N", "P", "H", "H", "H"],
  "positions_angstrom": [[0.1737, -2.0277, 0.0454], [1.3165, -2.5826, 0.2594], [2.3093, -1.7336, 0.5221], [1.9826, -0.5199, 0.6593], [-0.0372, 0.9838, -0.3773], [0.3357, -0.3152, 0.5838], [-0.7371, -2.5874, -0.0530], [-0.5130, 2.0401, 0.7625], [0.8115, 1.4708, -0.6660]],
  "relative_energy_kj_mol": 225.1,
  "gap_ev": 8.13,
  "e_lumo_ha": -0.050,
  "homo_energy_ev": -9.50
}

Q: Which E_tot values were calculated for the entries above? A: -3700.489274, -3570.674670, -329.229338, -337.035179, -2421.522269, -811.883805, -8797.364987, -600.101231, in a.u..